The following is a quantum chemistry calculation of a structure of composition C12H36FeNO15 at a distorted geometry, from the Open Molecules 2025 dataset.

Values from the calculation:
**E_LUMO (spin up / spin down)**: -6.826 / -7.093 eV
**Kohn-Sham gap (spin up / spin down)**: 0.1740 / 0.1642 Ha
**Electronic energy**: -2925.27021 hartree
**Total charge**: +1
**2S+1**: 5
**Energy relative to the best compared isomer or geometry (same formula, charge and spin)**: 143.3 kcal/mol
**⟨S²⟩**: 6.006

Atoms and positions in Å:
Fe 1.3682 3.7317 1.2775
N 0.1712 1.0949 -0.3035
O 0.2552 2.0318 0.5164
O 0.4342 1.2847 -1.4566
O -0.2700 0.0621 0.0659
C -2.0846 -3.9656 1.3870
C -2.5587 -3.1229 0.1867
O -2.8725 -3.9803 -0.8935
O -3.0820 -4.9383 1.8450
H -1.9860 -3.1986 2.1552
H -1.0647 -4.3260 1.2531
H -1.8966 -2.3033 -0.0925
H -3.5276 -2.6871 0.4303
H -3.8263 -4.0873 -0.9118
H -3.9463 -4.5255 1.9088
C 1.1415 -3.4228 -0.9029
C 2.0057 -2.0861 -1.0294
O 3.3847 -2.3344 -0.8266
O 1.3348 -4.3021 -1.9891
H 0.0918 -3.1790 -0.7393
H 1.5046 -4.0386 -0.0801
H 1.6146 -1.3401 -0.3376
H 1.8924 -1.5539 -1.9739
H 3.7043 -2.5980 -1.6927
H 0.7156 -5.0358 -1.9816
C 2.3217 -1.4922 3.8768
C 2.3999 -1.5997 2.3405
O 3.8233 -1.7035 1.9910
O 1.0837 -1.0471 4.3851
H 3.0478 -0.7323 4.1656
H 2.6210 -2.4421 4.3197
H 1.8732 -0.7679 1.8726
H 1.8317 -2.4890 2.0678
H 3.9110 -1.7519 1.0362
H 0.5056 -1.8031 4.2589
C 1.7946 1.6466 -4.5702
C 0.7553 2.7914 -4.2619
O -0.4947 2.1969 -3.9568
O 1.4263 0.9337 -5.7947
H 1.7932 1.0691 -3.6458
H 2.7912 2.0863 -4.6096
H 0.7656 3.4938 -5.0953
H 1.1362 3.3390 -3.3999
H -0.4156 1.7562 -3.1076
H 0.7115 0.2994 -5.7032
C -2.8368 0.9397 1.9878
C -2.5569 -0.1654 3.0112
O -3.7716 -0.8884 3.0053
O -3.0097 0.4534 0.6488
H -2.0837 1.7267 1.9505
H -3.8024 1.3857 2.2264
H -2.3231 0.2539 3.9897
H -1.6290 -0.6327 2.6815
H -4.3167 -0.5516 2.2904
H -2.1443 0.1744 0.3407
C -0.2904 5.7353 -0.0423
C 0.4878 5.0139 -1.1611
O 1.7166 4.6277 -0.6140
O -0.5038 4.7747 1.0227
H -1.2676 6.0687 -0.3917
H 0.2463 6.6093 0.3267
H 0.6019 5.6577 -2.0331
H 0.0048 4.1598 -1.6358
H 2.4490 4.5927 -1.2337
H -1.1565 5.1014 1.6463

Forces on the atoms, in the same order (eV/Å):
Fe -2.112 -1.708 -2.124
N -0.419 -0.889 -1.826
O 1.609 4.185 3.544
O 1.251 1.130 -1.965
O -0.850 -2.564 1.634
C -1.384 1.632 0.571
C -1.402 -1.443 0.443
O 0.518 -0.037 -0.941
O 1.894 0.281 -0.888
H 0.115 0.053 0.554
H -0.487 -1.023 -0.154
H 0.320 -0.240 -0.057
H 0.188 0.613 0.660
H 0.170 -0.147 -0.127
H 0.091 0.385 -0.003
C 0.828 0.413 0.158
C -1.203 -1.242 -0.194
O -0.109 0.277 0.059
O 0.332 0.641 -1.290
H -0.089 0.160 -0.156
H 0.054 0.798 0.892
H 0.303 -0.413 0.575
H -0.356 -0.511 -0.475
H 0.410 -0.228 0.102
H -0.151 0.118 0.233
C 1.177 0.722 -0.519
C 0.911 -0.562 0.556
O -1.802 0.479 0.879
O -0.272 -0.369 -0.487
H 0.148 -0.106 0.140
H 0.048 -0.033 0.044
H 0.257 0.413 -0.039
H 0.172 -0.316 -0.408
H -0.138 -0.294 -0.421
H -0.549 0.081 0.238
C -1.898 0.531 -0.262
C 1.234 -1.676 -0.142
O -0.162 0.985 -0.747
O 1.435 1.130 1.109
H -0.052 -0.786 -0.264
H 0.081 -0.199 -0.826
H -0.841 -0.204 -0.115
H 0.219 0.216 0.381
H 0.109 -0.148 0.056
H -0.113 0.184 0.668
C 0.288 0.561 -0.423
C -0.700 1.661 -1.348
O 0.613 -1.176 0.858
O -0.214 0.005 0.610
H 0.242 0.133 0.336
H 0.062 0.235 0.186
H -0.360 0.023 0.190
H -0.233 -1.045 -0.111
H 0.052 -0.192 -0.166
H 0.090 -0.255 -0.082
C -0.354 -0.342 -1.154
C -1.780 0.927 -0.869
O 1.275 -0.524 1.793
O 1.384 -0.190 0.162
H 0.075 -0.110 -0.190
H 0.199 -0.093 0.024
H 0.362 0.565 0.334
H -0.432 -0.344 0.737
H 0.124 -0.116 -0.252
H -0.182 -0.008 0.301

These are the natural (NBO) partial charges, in e, on atoms 1 to 4: Fe 1.70; N 0.75; O -0.70; O -0.47